Entry 1:
C35H34N6ReSSe2Si2 | the ωB97M-V functional and the def2-TZVPD basis

The geometry in ORCA input format:
```
! RIJCOSX wB97M-V def2-TZVPD def2/J DEFGRID3
* xyz 0 4
Re -0.23563 0.11902 0.20649
C -1.85570 -1.69449 3.09509
Si -0.33050 -1.73343 1.95182
C 1.08625 -1.93549 3.21624
C -0.49165 -3.42830 1.11723
C -0.35940 -4.63707 1.80995
C -0.52952 -5.85157 1.16755
C -0.84672 -5.87683 -0.18739
C -0.98843 -4.68749 -0.88171
C -0.80910 -3.45339 -0.24553
Si -1.04194 -1.80572 -1.15985
C -2.89758 -1.87614 -1.63531
C -0.14335 -2.09122 -2.81621
H -1.85078 -2.61673 3.68262
H -2.79925 -1.67073 2.54496
H -1.85008 -0.85753 3.79887
H 0.69125 -2.47363 4.08282
H 1.47423 -0.98252 3.58244
H 1.91587 -2.52484 2.82641
H -0.10730 -4.63172 2.86637
H -0.41514 -6.77961 1.71473
H -0.97984 -6.82448 -0.69533
H -1.22984 -4.72443 -1.93991
H -3.04881 -2.76365 -2.25634
H -3.27146 -1.01497 -2.19707
H -3.53185 -2.01158 -0.75484
H -0.69685 -2.82712 -3.40600
H 0.85206 -2.50265 -2.63214
H -0.01082 -1.20653 -3.44174
Se 1.04753 2.91435 1.92700
Se -0.26322 1.85711 3.54170
C -1.86149 1.65389 2.52954
C -2.98610 2.34050 2.97239
C -4.21714 2.07786 2.39926
C -4.27620 1.11580 1.40345
C -3.10717 0.51532 0.98461
N -1.89319 0.79322 1.50117
C 2.32531 1.49719 1.80728
C 3.58593 1.71810 2.32006
C 4.52183 0.69586 2.21717
C 4.16068 -0.48205 1.61056
C 2.86068 -0.61681 1.12221
N 1.93706 0.35237 1.22471
H -2.87783 3.06243 3.76884
H -5.10290 2.60344 2.72891
H -5.20868 0.83288 0.93561
H -3.11238 -0.21458 0.18768
H 3.82067 2.65998 2.79328
H 5.52209 0.82567 2.60884
H 4.84740 -1.30797 1.49189
H 1.48660 -1.75260 0.14099
N -3.74183 5.59247 -0.01852
C -3.30907 4.68900 -0.58030
C -2.77685 3.53830 -1.25528
C -3.19883 3.17809 -2.53027
C -2.65158 2.04129 -3.09427
C -1.73506 1.30018 -2.36811
N -1.33454 1.63161 -1.13298
C -1.83900 2.74948 -0.60350
H -3.92938 3.77715 -3.05632
H -2.93604 1.71602 -4.08460
H -1.30716 0.39919 -2.78208
H -1.47853 3.03430 0.37518
C 1.24125 0.41306 -1.46729
C 2.12385 1.61654 -1.40592
C 3.50009 1.48162 -1.18490
C 4.33952 2.57321 -1.07843
C 3.82347 3.86063 -1.21126
C 2.46749 4.02470 -1.48744
C 1.64175 2.91954 -1.58886
C 4.68235 5.00292 -1.07414
N 5.37059 5.91758 -0.96436
H 1.88018 -0.45649 -1.63512
H 0.62723 0.50186 -2.36153
H 3.92109 0.48747 -1.10255
H 5.39780 2.43605 -0.89681
H 2.06819 5.02147 -1.62398
H 0.59651 3.07493 -1.81817
S 2.99202 -4.26761 -0.36326
C 3.21886 -2.85479 0.30821
N 2.46313 -1.78024 0.47666
*
```

Computed properties:
Orbital gap (spin up / spin down) in eV: 5.7 / 6.0
HOMO level (spin up / spin down) in eV: -6.76 / -6.99
LUMO (spin up / spin down) in eV: -1.0 / -1.0

Atom charges from the Löwdin analysis, given in e for atoms 1 to 4: 0.9713, -0.2118, 0.4842, -0.2073

=====

Entry 2:
C5H9NO3 | the ωB97M-V functional and the def2-TZVPD basis

The geometry in ORCA input format:
```
! RIJCOSX wB97M-V def2-TZVPD def2/J DEFGRID3
* xyz 0 1
C -2.38824 0.46842 -0.36637
C 0.56636 0.77298 0.73768
C -0.27104 -0.41031 1.41010
C -1.47326 -0.65715 -0.56251
C 1.85943 -0.39791 -0.91547
N 0.85502 0.60271 -0.73514
O -2.68487 1.56401 -0.34211
O -2.89511 -0.71463 -0.12865
O -0.69998 -1.29906 0.43290
H 0.02274 1.70394 0.89520
H 1.58953 0.78879 1.27635
H 0.39875 -0.96651 2.04198
H -1.06271 0.03046 1.96238
H -1.21057 -1.08425 -1.55615
H 2.76099 -0.23866 -0.17029
H 1.37927 -1.31356 -0.87109
H 2.45717 -0.40234 -1.87563
H 0.79653 1.55308 -1.23319
*
```

Computed properties:
Orbital gap in eV: 9.8
Structure (SMILES): CNCCO[C@H]1OC1=O
HOMO level in eV: -8.96
LUMO in eV: 0.9

Atom charges from the Löwdin analysis, given in e for atoms 1 to 4: -0.5177, -0.1611, -0.1776, -0.1633

=====

Entry 3:
C4H4N2 | the ωB97M-V functional and the def2-TZVPD basis

The geometry in ORCA input format:
```
! RIJCOSX wB97M-V def2-TZVPD def2/J DEFGRID3
* xyz 0 1
C 1.16021 0.03834 0.07113
C -0.36645 -0.25837 0.17305
C -1.14081 0.83957 0.79472
N -1.66323 1.76021 1.26243
C -0.96624 -0.63946 -1.12538
N -1.34012 -0.89941 -2.18928
H 1.66208 -0.81236 -0.40988
H 1.59452 0.12932 1.07769
H 1.32710 0.94915 -0.49124
H -0.26708 -1.10698 0.83674
*
```

Computed properties:
Orbital gap in eV: 12.6
Structure (SMILES): CC(C#N)C#N
HOMO level in eV: -12.08
LUMO in eV: 0.5

Atom charges from the Löwdin analysis, given in e for atoms 1 to 4: -0.0492, -0.3332, -0.1791, 0.1680

=====

Entry 4:
C30H82N9O4 | the ωB97M-V functional and the def2-TZVPD basis

The geometry in ORCA input format:
```
! RIJCOSX wB97M-V def2-TZVPD def2/J DEFGRID3
* xyz 3 1
N 2.19808 2.22433 -1.09228
H 2.12926 2.18954 -2.10804
H 1.70149 3.07152 -0.81994
H 3.19220 2.18553 -0.71038
H 1.64131 1.39426 -0.74856
N -0.73533 3.11997 2.37114
H -0.16120 2.35543 1.89014
H -0.06766 3.66334 2.91485
H -1.49981 2.65527 2.92934
H -1.19978 3.72578 1.69706
N -2.80247 -4.94496 -1.10806
H -3.72269 -5.39470 -1.07486
H -2.53930 -4.71186 -2.06401
H -2.06453 -5.46952 -0.63906
H -2.93637 -4.06535 -0.54102
N -2.24600 -4.35205 3.74624
H -1.40913 -4.52853 4.29937
H -2.18351 -4.76757 2.82034
H -2.32378 -3.30646 3.57557
H -3.11225 -4.64651 4.19925
N 0.03584 -0.73541 -3.60357
H -0.27704 -1.69070 -3.75962
H -0.62834 -0.11853 -4.08102
H 0.95929 -0.61936 -4.03265
H 0.18521 -0.44027 -2.56743
C -0.43651 -0.23529 2.34882
C 0.15635 0.22987 1.20656
C -0.13242 -0.43882 -0.13619
O 0.55162 0.02326 -1.09471
C -1.02605 -1.49266 -0.18264
C -1.63358 -1.99096 0.99903
C -1.31063 -1.33387 2.33802
O -1.87501 -1.71807 3.37324
O -2.50936 -2.87271 0.98219
O 0.84362 1.29207 1.16958
H -0.24015 0.23619 3.30259
H -1.19245 -1.94368 -1.15465
C -1.63854 2.67455 5.83932
C -2.62605 1.82294 5.03877
N -3.15977 2.50575 3.85629
C -3.82098 1.52614 2.94333
C -5.07584 0.83945 3.47392
C -4.01995 3.64132 4.21327
C -4.36997 4.52636 3.02257
H -1.03654 2.04779 6.49690
H -2.12892 3.44412 6.42721
H -0.89889 3.13054 5.17036
H -2.08554 0.92833 4.71401
H -3.41881 1.51868 5.73582
H -3.99630 2.00235 1.97279
H -3.00028 0.81590 2.76922
H -5.63784 0.38239 2.66214
H -4.79393 0.07722 4.19776
H -5.72189 1.57501 3.94860
H -3.45001 4.24928 4.91518
H -4.91933 3.30655 4.73824
H -4.65916 5.48454 3.46814
H -5.23519 4.18609 2.45772
H -3.53051 4.79730 2.38036
C 2.35178 -6.79090 -3.55264
C 2.47495 -5.55329 -2.67401
N 3.36839 -4.54489 -3.21387
C 4.63059 -4.97021 -3.79759
C 5.23385 -3.95252 -4.73906
C 3.54368 -3.43800 -2.31643
C 2.28152 -2.94579 -1.59548
H 3.30490 -7.29843 -3.68273
H 2.00586 -6.57075 -4.56881
H 1.64193 -7.52710 -3.17184
H 1.48391 -5.10078 -2.57981
H 2.79217 -5.93071 -1.68246
H 4.59702 -5.93957 -4.28922
H 5.32754 -5.19978 -2.96399
H 4.55226 -3.63461 -5.52673
H 6.19690 -4.30209 -5.10733
H 5.49876 -3.01973 -4.22278
H 4.26289 -3.66997 -1.50268
H 3.93551 -2.54155 -2.80054
H 2.52916 -1.94394 -1.24117
H 1.35126 -2.95125 -2.18796
H 1.92466 -3.51755 -0.73161
C -1.50715 3.02493 -2.94507
C -2.79014 3.21764 -2.14612
N -3.74938 2.12189 -2.28593
C -3.26013 0.96717 -1.55068
C -4.05831 -0.31758 -1.76820
C -5.04150 2.56581 -1.73941
C -5.85197 3.27573 -2.80982
H -1.09199 2.00876 -2.90008
H -0.68324 3.64878 -2.57597
H -1.59628 3.28985 -3.99914
H -2.52319 3.38113 -1.08477
H -3.21684 4.13150 -2.55653
H -2.19363 0.83087 -1.76524
H -3.18668 1.16030 -0.45609
H -3.41292 -1.14006 -1.45589
H -4.93812 -0.26392 -1.12394
H -4.49388 -0.47478 -2.75497
H -4.91719 3.24358 -0.88119
H -5.61782 1.70402 -1.40866
H -5.28470 4.09801 -3.25754
H -6.81292 3.62916 -2.45096
H -5.95354 2.62269 -3.68046
C 6.05089 0.60509 -1.71597
C 5.25954 0.30102 -0.45452
N 4.61364 1.49452 0.13414
C 5.59035 2.56631 0.37165
C 4.89530 3.87362 0.78240
C 3.95436 1.07290 1.37793
C 4.82641 0.47849 2.51906
H 5.59327 1.30402 -2.42508
H 6.25373 -0.28756 -2.31575
H 7.05359 0.99711 -1.53012
H 4.49492 -0.43329 -0.73212
H 5.94308 -0.17257 0.25691
H 6.32550 2.30223 1.13396
H 6.09085 2.85996 -0.54712
H 5.66192 4.63010 0.91364
H 4.24775 4.17736 -0.05071
H 4.21591 3.76257 1.62445
H 3.24311 0.27967 1.11952
H 3.33933 1.83788 1.85354
H 4.33926 0.68014 3.46597
H 5.84977 0.85055 2.51939
H 4.94483 -0.59334 2.35770
*
```

Computed properties:
Orbital gap in eV: 6.2
HOMO level in eV: -13.95
LUMO in eV: -7.8

Atom charges from the Löwdin analysis, given in e for atoms 1 to 4: 0.2648, 0.1288, 0.1285, 0.0930

=====

ΔE to the lowest compared entry with this formula, charge and spin in kJ/mol, matching the order above: 130.3 431.1 78.0 0.0